Below is a structure of composition C24H22N6O2Os, with properties calculated with ωB97M-V/def2-TZVPD.

Structure (XYZ):
```
55
Properties=species:S:1:pos:R:3:nbo_charge:R:1
H 6.7518 -0.4649 -0.5441 0.25
H -5.8566 2.0407 -0.6120 0.23
C 4.6368 -0.7077 -0.5279 -0.30
H -2.5768 -3.5123 -3.1776 0.26
Os 0.3954 -0.4010 -0.5958 1.74
C -2.7114 -3.4294 0.1922 -0.26
C -2.3287 -3.2737 -2.1543 -0.26
H 2.1420 3.1377 -0.7283 0.25
C 4.5574 2.0851 -0.7187 -0.10
H 1.1861 -3.7177 -2.5934 0.38
N 1.6253 -2.8845 -2.2125 -1.08
C 0.4710 -0.7520 4.4632 -0.09
H 0.4798 -0.7669 5.5444 0.25
C 5.7954 0.0400 -0.5788 -0.08
N -0.1018 2.4465 -0.6408 -0.34
H -1.5700 4.5101 -0.6160 0.24
H 2.2148 -3.1953 -1.4473 0.38
C -3.7088 4.6653 -0.6044 -0.20
C -1.2866 -2.4402 -1.8833 0.08
N 0.9308 1.5160 -0.6444 -0.34
C -1.6539 -2.5304 0.4073 0.43
H 2.1038 0.4935 1.7956 0.21
H -1.2347 -2.0368 4.2904 0.24
C -0.4800 -1.4201 2.3720 0.40
H 4.6660 -1.7860 -0.4513 0.24
C -3.0497 -3.8034 -1.0797 -0.08
H -5.8480 4.5090 -0.5981 0.24
C -3.7244 1.8796 -0.6159 -0.18
O -1.3098 0.5120 -0.6142 -0.66
H -3.2586 -3.8077 1.0453 0.24
C -4.9184 2.5781 -0.6087 -0.21
C 5.7625 1.4395 -0.6747 -0.21
C -2.5109 3.9779 -0.6116 -0.16
C 3.4013 -0.0683 -0.5763 0.46
C 1.4344 -0.0312 3.7549 -0.25
N -0.9155 -2.0805 -0.6186 -0.56
H -2.1278 -2.5555 2.3411 0.43
H -3.7244 0.7985 -0.6287 0.22
H -3.8702 -4.4876 -1.2476 0.26
C -0.4848 -1.4538 3.7720 -0.25
O 2.2969 -0.7970 -0.5209 -0.66
H 6.6867 1.9981 -0.7102 0.25
C -2.5188 2.5799 -0.6145 -0.10
N 0.4285 -0.7177 1.7015 -0.55
H -3.7089 5.7464 -0.6032 0.24
H 2.2087 0.5266 4.2602 0.26
H 2.2566 -2.5546 -2.9374 0.38
H -0.6913 -2.0202 -2.6777 0.23
C 3.3525 1.3512 -0.6702 -0.23
C 2.1305 2.0524 -0.6867 0.21
C 1.3771 -0.0458 2.3887 0.07
H 4.5067 3.1641 -0.7927 0.24
N -1.4632 -2.1328 1.7111 -0.55
C -4.9119 3.9672 -0.6023 -0.14
C -1.2527 1.8596 -0.6192 0.56
```

The value obtained for the HOMO energy (spin up / spin down) is -13.92 / -13.99 eV. As for the LUMO energy (spin up / spin down): -6.46 / -8.81 eV. The energy relative to the best compared isomer or geometry (same formula, charge and spin) is 72.30 kJ/mol. The net charge is +2. The multiplicity is 5. As for the expectation value of S²: 6.03.